# 1
{"formula": "C21H34Br2N3O4", "method": "wB97M-V/def2-TZVPD", "multiplicity": 1, "smiles": "[H]/N=C/C[N@@H+]1C[C@@](O)(CCCNCc2ccccc2O)C[C@@](COO)([C@@H](Br)[C@H](C)Br)C1", "max_force_ha_per_bohr": 0.048, "gap_ha": 0.284, "energy_ev": -175061.629, "total_charge": 1, "elements": ["H", "C", "C", "C", "H", "C", "C", "H", "H", "H", "C", "H", "C", "H", "Br", "H", "N", "H", "C", "C", "H", "H", "H", "H", "C", "C", "C", "H", "O", "H", "H", "H", "O", "Br", "C", "C", "H", "H", "H", "C", "O", "H", "H", "C", "H", "H", "C", "H", "H", "C", "H", "O", "H", "N", "C", "C", "H", "H", "H", "N", "H", "H", "H", "C"], "coordinates": [[2.11936, 2.34188, 0.40474], [-1.81627, -1.58149, -0.02321], [-0.19792, -3.00526, 1.50852], [-1.70711, 1.41287, -4.55243], [-3.25340, 3.32973, 2.84213], [2.64245, 0.94502, -3.18288], [3.31513, 0.57337, -0.06055], [0.70286, -1.09029, -3.91133], [2.18274, 2.40736, -1.76490], [2.32815, 1.30641, 1.84686], [2.14013, 1.25923, 0.73225], [0.45115, -3.35641, 0.65887], [0.30930, -0.04699, -3.99518], [0.19169, 2.30564, 1.84702], [-1.46740, -4.99661, -0.13701], [3.07281, -0.41708, -0.51961], [2.99447, 1.96396, -2.18307], [-1.56883, 3.28628, 4.06972], [-0.88564, 2.58279, -4.28198], [-1.90943, 2.32452, 3.60715], [-2.25413, -0.34730, 2.05661], [4.71794, 0.84176, -1.72693], [-1.82720, 0.29095, 4.34482], [-1.49083, -2.14457, -0.94412], [3.95318, 1.47505, -1.19238], [1.15718, 1.12055, -3.68829], [-1.08022, 0.10888, -4.42191], [-0.35565, 1.25288, 4.75235], [1.19038, 3.64998, -3.60581], [4.14054, 0.37071, 0.68424], [-1.24381, 1.48589, 1.08026], [0.62118, -1.22973, -0.70168], [-2.23751, -0.27346, -0.43604], [1.00694, -2.94760, 3.08837], [-1.02793, -5.19695, 2.67362], [0.50780, 2.43470, -3.85233], [-2.73515, -2.12096, 0.33649], [-1.20658, -4.77366, 3.69010], [0.00326, -5.60068, 2.52221], [-1.08890, 1.03675, 3.93690], [0.23959, 1.30985, -0.78145], [-1.72639, -6.04558, 2.43310], [-1.41037, -1.47831, 3.14983], [0.70178, 0.69733, 0.43783], [-3.68622, 0.63188, 0.47729], [0.99192, 3.83033, -2.66865], [-0.66381, -1.53957, 1.06919], [2.64584, -0.07144, -2.67934], [-2.33741, -3.52826, 1.87439], [-1.38719, -4.05342, 1.62414], [3.35185, 0.91922, -4.04980], [-3.58479, -0.12736, -0.13339], [-2.77314, 1.55550, -4.84959], [-0.40660, 0.40872, 2.74693], [-0.25651, 1.31173, 1.56631], [-1.23344, -0.75519, 2.30713], [-0.08255, 0.63392, -1.40483], [1.54171, -1.28947, 0.83526], [-1.70324, -0.79620, -4.62044], [-2.95250, 2.34379, 2.87112], [0.52163, 0.03666, 3.01596], [4.55183, 2.30860, -0.72213], [-1.33763, 3.59842, -4.37000], [0.60092, -0.87928, 0.36955]]}

# 2
{"formula": "C21H34Cl2OP3Y", "method": "wB97M-V/def2-TZVPD", "multiplicity": 1, "max_force_ha_per_bohr": 0.064, "gap_ha": [0.233, 0.221], "energy_ev": -78318.019, "total_charge": 2, "elements": ["C", "H", "C", "H", "P", "C", "H", "H", "P", "C", "H", "H", "H", "H", "H", "H", "C", "Cl", "C", "H", "C", "H", "C", "C", "O", "H", "H", "C", "H", "C", "C", "H", "C", "H", "H", "H", "C", "C", "H", "H", "Cl", "H", "H", "H", "P", "H", "C", "C", "H", "H", "H", "H", "C", "C", "H", "H", "H", "H", "H", "C", "C", "Y"], "coordinates": [[0.72382, -3.46340, 0.95319], [-2.32623, -1.53195, -0.84511], [-0.57245, 4.70486, -0.98582], [-0.49281, 3.48788, 2.10463], [2.98351, -0.50631, -1.10815], [-2.43482, 2.57547, -0.95977], [-2.36894, 0.55785, 2.95337], [4.85191, -1.79514, -0.20636], [-0.44854, -0.97437, 1.31622], [4.31465, -0.01958, -2.28792], [-2.80734, 1.65025, -0.50198], [3.90073, 0.04654, -3.30297], [-2.50141, -5.47265, 1.78836], [-1.81711, 4.47744, 1.41968], [0.71181, -1.31780, 3.41126], [-4.79474, 0.90252, 2.72798], [2.43127, 3.12024, -3.69195], [1.45750, 1.13297, 1.75399], [2.45665, -2.07011, -1.91532], [-1.04347, -1.53763, 3.59013], [-2.20082, -0.55384, 1.10682], [-2.32601, 2.41254, -2.03914], [-1.35592, 3.48078, 1.42882], [-2.89826, 0.17861, 2.07871], [0.73928, 1.42804, -3.01900], [0.47537, 5.03474, -0.87275], [-2.58909, -3.00895, 1.72578], [1.63949, 2.20897, -2.83092], [-0.81929, 4.67626, -2.05717], [-0.49618, -2.79740, 1.18452], [-2.87061, -1.01111, -0.04935], [1.62293, -2.88140, 0.73550], [-4.27332, 0.36402, 1.94004], [-4.77519, -1.16951, -1.05339], [-2.07946, 2.75218, 1.81819], [4.73887, 0.95795, -2.01389], [-0.40415, -5.57901, 1.26239], [-0.27067, -0.90649, 3.15014], [2.18276, 3.07001, -4.75427], [3.44946, -1.84610, 0.89718], [3.74944, 3.80732, 0.39088], [3.49506, 2.87093, -3.55234], [-1.23396, 5.41040, -0.46163], [4.45545, -0.38883, 0.82885], [-0.79745, 3.02358, -0.26092], [2.12693, -1.85299, -2.93992], [-1.65007, -3.52256, 1.51927], [-4.94981, -0.12477, 0.82124], [2.29264, 4.15329, -3.32997], [1.62566, -2.52994, -1.36546], [-3.17543, 3.37378, -0.78638], [-0.36448, -6.66758, 1.29795], [-4.23806, -0.79295, -0.18168], [-1.59822, -4.91555, 1.54469], [5.10916, -0.78070, -2.25929], [3.29157, -2.78861, -1.95241], [-6.03044, 0.01613, 0.74835], [-0.35903, 0.10832, 3.54666], [1.69586, -5.36470, 0.76129], [0.75630, -4.85362, 0.97051], [4.03422, -1.20444, 0.22829], [2.05143, 2.24612, -0.41965]]}

# 3
{"formula": "C21H34ClIOP3Y", "method": "wB97M-V/def2-TZVPD", "multiplicity": 1, "max_force_ha_per_bohr": 0.123, "gap_ha": 0.224, "energy_ev": -73898.073, "total_charge": 2, "elements": ["H", "I", "H", "P", "H", "H", "H", "C", "C", "C", "C", "H", "C", "H", "C", "H", "C", "H", "H", "H", "C", "Y", "Cl", "H", "C", "H", "H", "C", "H", "H", "P", "H", "H", "C", "C", "C", "H", "C", "H", "H", "H", "C", "H", "C", "H", "P", "H", "H", "H", "C", "C", "H", "H", "H", "H", "O", "H", "C", "H", "C", "C", "H"], "coordinates": [[2.89913, -2.41945, -1.13276], [-0.02269, -1.17773, -4.37226], [4.68932, 1.10871, -0.29121], [-2.85490, 0.00027, -1.29818], [-3.56618, 1.02232, 0.75008], [-4.63126, -1.62732, -0.92782], [0.35749, -3.09068, 1.49554], [-0.34708, -2.41063, 1.98184], [-3.74054, 0.14429, -2.89429], [-2.37521, -0.49609, 3.16963], [3.88169, 0.13975, 3.94959], [-1.00534, 0.26059, -7.19150], [-3.38301, 1.61840, 3.77624], [-0.25152, -2.46569, 3.06959], [-1.41759, 1.57459, 2.35499], [0.84927, 0.25042, -7.19721], [3.68384, -1.09084, 3.29890], [-2.41748, 3.39629, 2.96914], [4.79746, 0.31616, 4.53107], [-4.80103, -0.12192, -2.76706], [-3.75875, 1.23577, -0.30631], [-0.05053, -0.51931, -1.70143], [-0.01238, -2.99318, -1.26561], [-3.00727, -2.40440, -0.94922], [-2.40842, 2.29920, 3.02698], [-4.15125, -0.30916, 4.37576], [-1.34742, -2.72245, 1.66910], [2.88473, 1.13109, 3.84670], [4.52467, -1.66984, -1.23127], [-0.07506, 1.33454, -8.31806], [-0.02961, -0.69175, 1.47050], [3.59721, -1.63306, 0.30499], [0.94570, 1.64234, 3.10389], [-0.06826, 1.79142, -6.22283], [1.70601, 0.87564, 3.13349], [3.52481, -1.59277, -0.78629], [2.34522, -2.33105, 2.15910], [-3.37355, 0.22670, 3.81970], [3.56809, 1.35997, -3.11685], [-3.53172, -1.47937, 0.49197], [-4.83940, 1.18883, -0.51046], [3.62744, 0.29366, -2.85409], [-3.38787, 2.23848, -0.54859], [3.59728, 1.14718, -0.15257], [-2.36795, -1.58335, 3.26816], [2.75229, -0.01061, -1.27982], [4.44318, -1.89699, 3.33566], [-3.24837, -0.53240, -3.60416], [4.67977, -0.01411, -2.77039], [-3.58128, -1.53233, -0.60718], [1.47982, -0.35684, 2.50545], [-0.65279, 2.10634, 1.76711], [3.10541, -0.30544, -3.60987], [3.24377, 2.16733, -0.35221], [2.99747, 2.10378, 4.32634], [-0.06223, 2.57876, -5.35857], [-3.65776, 1.18068, -3.25696], [-1.36873, 0.16371, 2.43920], [3.33597, 0.86029, 0.87506], [2.49649, -1.34386, 2.59818], [-0.07507, 0.86599, -7.30075], [-4.14403, 2.19910, 4.31180]]}

# 4
{"formula": "C21H34N2O2S", "method": "wB97M-V/def2-TZVPD", "multiplicity": 1, "smiles": "CC(C)(C)c1cc(C(=S)N2CCN(CCO)CC2)cc(C(C)(C)C)c1O", "max_force_ha_per_bohr": 0.013, "gap_ha": 0.303, "energy_ev": -40239.434, "total_charge": 0, "elements": ["H", "C", "H", "H", "H", "H", "C", "O", "H", "C", "H", "C", "S", "H", "H", "C", "H", "H", "H", "C", "H", "C", "H", "C", "C", "C", "H", "C", "H", "H", "H", "H", "C", "C", "H", "C", "C", "H", "H", "N", "H", "C", "C", "O", "H", "H", "H", "H", "H", "N", "H", "H", "H", "C", "C", "C", "H", "H", "H", "C"], "coordinates": [[-2.45341, -0.81677, -5.24146], [-3.20696, -0.63513, -2.69923], [2.02417, 1.22953, -0.09092], [3.31764, -2.01913, -0.79948], [1.90232, -1.32521, -3.83419], [-3.38698, -1.02039, -1.69774], [-1.36816, 0.17900, 5.56909], [0.21856, -0.42046, 7.32415], [2.75738, 0.80312, -3.94928], [-0.39796, 1.86485, 0.69830], [-3.93460, -1.09147, -3.36731], [-0.04304, 0.96196, -0.40288], [0.36311, 3.33182, 0.78406], [3.90350, 1.57521, -1.26419], [-1.39137, -1.29194, 3.42626], [-1.65150, -0.43461, -4.61369], [-0.70408, -0.73158, -5.05000], [-0.71857, -2.82525, -3.59978], [5.10387, 0.28986, -1.39963], [1.29130, 0.75142, -0.71698], [3.62305, -0.72599, -4.21001], [3.15038, -0.29123, -2.09041], [2.82332, -2.44802, -2.42671], [-1.82889, 2.39700, 2.59359], [0.10270, 0.10778, 6.02560], [0.65353, -0.59583, -2.58616], [-2.05739, 0.60514, -0.96507], [-1.10170, -0.26786, 3.18369], [-1.54116, 3.41718, 2.33685], [-0.00234, -0.22413, 3.08783], [4.49722, -1.99045, -2.11038], [4.45613, 0.65514, -3.55059], [-0.70883, -0.38363, -2.30165], [1.66920, -0.03481, -1.79226], [-1.70700, 0.65218, -4.60367], [4.06601, 0.50616, -1.15253], [-1.79624, -0.98289, -3.18734], [-1.33974, -0.52382, 1.05089], [-1.80927, -0.81640, 5.67925], [-1.37822, 1.50761, 1.54777], [-3.37588, 0.43916, -2.70794], [3.50560, 0.12656, -3.54003], [-1.21215, 1.98777, 3.93185], [0.95442, -1.36339, -3.67007], [-2.46512, -2.94700, -3.79618], [-1.59161, 2.63602, 4.72341], [-1.91090, 0.86281, 6.23189], [-2.80561, 0.04518, 1.89633], [-0.11870, 2.11062, 3.86455], [-1.60269, 0.61898, 4.21279], [0.66649, -0.57415, 5.38558], [3.91173, 0.22766, -0.11314], [-1.76129, -2.89908, -2.17660], [-1.71645, 0.13170, 1.83517], [3.46101, -1.78066, -1.85157], [-1.67273, -2.51291, -3.19049], [-0.27867, 0.13666, 7.93344], [0.56380, 1.10416, 5.97138], [-2.91821, 2.32036, 2.65774], [-1.02903, 0.39159, -1.20190]]}